a.
Formula: C2H4N2O2
Source: OMol25
Level of theory: ωB97M-V with the def2-TZVPD basis set

Geometry as XYZ:
```
10
C2H4N2O2 (ωB97M-V with the def2-TZVPD basis set)
O -0.2335 2.3436 -1.0630
N -0.1471 0.3512 -0.2329
H -0.7238 0.0868 -1.0327
N -0.1506 -1.9062 0.3583
C 0.2476 1.6295 -0.0400
O 0.6827 -0.3593 1.8025
H 0.2339 -2.6023 0.9808
H -0.1661 -2.1608 -0.6181
H 0.0687 3.2440 -0.8903
C 0.1881 -0.6265 0.7355
```

Values from the calculation:
- HOMO-LUMO gap: 9.828 eV
- Lowest unoccupied orbital energy: 0.74 eV
- Total charge: 0
- Highest occupied orbital energy: -9.089 eV

Need the Mulliken charges? In units of e they are:
1. O -0.3621
2. N 0.0703
3. H 0.2502
4. N -0.4463
5. C -0.5283
6. O -0.5018
7. H 0.2577
8. H 0.2238
9. H 0.4516
10. C 0.5849


b.
Formula: C2H4N2O2
Source: OMol25
Level of theory: ωB97M-V with the def2-TZVPD basis set

Geometry as XYZ:
```
10
C2H4N2O2 (ωB97M-V with the def2-TZVPD basis set)
N -1.2079 -1.2888 0.1595
C -0.4269 -0.4180 0.5450
H -2.1248 -1.8164 -1.3349
H 2.8256 1.3649 0.8755
N 1.1903 1.2470 -0.2357
H -0.6913 1.1087 -1.0219
C 0.0731 0.6443 -0.3445
H -0.0298 -0.3529 1.6775
O 1.9135 0.7206 0.8698
O -1.5218 -1.2093 -1.1902
```

Values from the calculation:
- HOMO-LUMO gap: 10.545 eV
- SMILES: O/N=C\C=N/O
- Lowest unoccupied orbital energy: 0.69 eV
- Total charge: 0
- Highest occupied orbital energy: -9.851 eV

Need the Mulliken charges? In units of e they are:
1. N -0.4140
2. C 0.1420
3. H 0.3061
4. H 0.3615
5. N -0.3554
6. H 0.3482
7. C 0.0267
8. H 0.3121
9. O -0.4057
10. O -0.3214


c.
Formula: C2H4N2O2
Source: OMol25
Level of theory: ωB97M-V with the def2-TZVPD basis set

Geometry as XYZ:
```
10
C2H4N2O2 (ωB97M-V with the def2-TZVPD basis set)
O 2.1809 -0.1633 -0.2684
O -2.2528 0.0076 -0.2265
C 1.0454 -0.6333 -0.0304
H -1.2496 -1.7291 -0.0098
H 0.8868 -1.7295 0.1880
H -0.5158 1.7692 0.4691
C -1.2517 -0.5774 -0.1224
N 0.1238 1.3788 -0.1982
N -0.0255 0.0778 -0.0071
H 1.0585 1.5993 0.2057
```

Values from the calculation:
- HOMO-LUMO gap: 10.514 eV
- SMILES: NN(C=O)C=O
- Lowest unoccupied orbital energy: 0.68 eV
- Total charge: 0
- Highest occupied orbital energy: -9.830 eV

Need the Mulliken charges? In units of e they are:
1. O -0.5958
2. O -0.4161
3. C 0.0833
4. H 0.1829
5. H 0.2194
6. H 0.2380
7. C 0.1545
8. N -0.6584
9. N 0.5130
10. H 0.2792


Which structure loses on stability? b does.


a.
Formula: C2H4N2O2
Source: OMol25
Level of theory: ωB97M-V with the def2-TZVPD basis set

Geometry as XYZ:
```
10
C2H4N2O2 (ωB97M-V with the def2-TZVPD basis set)
O -0.2517 -2.6049 -0.1592
C 0.2656 -1.3908 0.0027
C 0.4134 0.8486 -0.0118
H 1.2199 -1.4196 0.5297
N -0.3000 -0.3255 -0.3976
H -1.3954 1.8534 -0.1267
H -1.0942 -2.5527 -0.6416
N -0.4325 1.8972 0.1721
H -0.0419 2.7806 0.4554
O 1.6168 0.9136 0.1771
```

Values from the calculation:
- HOMO-LUMO gap: 10.830 eV
- SMILES: NC(=O)/N=C/O
- Lowest unoccupied orbital energy: 0.82 eV
- Total charge: 0
- Highest occupied orbital energy: -10.011 eV

Need the Mulliken charges? In units of e they are:
1. O -0.4466
2. C 0.1653
3. C 0.6073
4. H 0.3560
5. N -0.5357
6. H 0.2273
7. H 0.3530
8. N -0.3624
9. H 0.2316
10. O -0.5959


b.
Formula: C2H4N2O2
Source: OMol25
Level of theory: ωB97M-V with the def2-TZVPD basis set

Geometry as XYZ:
```
10
C2H4N2O2 (ωB97M-V with the def2-TZVPD basis set)
H -0.9051 -1.1787 0.4451
N 1.6628 -0.2432 0.4738
C -1.7125 -0.6122 -0.1479
O -0.0342 1.3409 -0.1276
O 2.4921 0.0101 -0.6721
H -2.7229 -1.0762 -0.6495
C 0.5521 0.4579 0.6829
H 0.2028 0.5654 1.8144
N -1.3879 0.6207 -0.4282
H 1.8527 0.1152 -1.3909
```

Values from the calculation:
- HOMO-LUMO gap: 10.335 eV
- SMILES: C=NO/C=N\O
- Lowest unoccupied orbital energy: 0.23 eV
- Total charge: 0
- Highest occupied orbital energy: -10.106 eV

Need the Mulliken charges? In units of e they are:
1. H 0.3682
2. N -0.2600
3. C -0.2576
4. O -0.1870
5. O -0.3228
6. H 0.2648
7. C -0.1306
8. H 0.4300
9. N -0.2212
10. H 0.3162


c.
Formula: C2H4N2O2
Source: OMol25
Level of theory: ωB97M-V with the def2-TZVPD basis set

Geometry as XYZ:
```
10
C2H4N2O2 (ωB97M-V with the def2-TZVPD basis set)
N -1.7761 -0.4124 -0.0069
O 0.3095 -0.6559 -0.1029
N -0.4535 1.5960 -0.1913
H -2.5733 0.0576 0.5276
O 2.2252 0.5317 0.1760
H -1.5286 -1.3933 0.3720
C -0.5961 0.3211 -0.1431
H 2.2308 -1.5138 -0.5265
H 0.5149 2.0069 0.0418
C 1.6472 -0.5378 -0.1467
```

Values from the calculation:
- HOMO-LUMO gap: 10.276 eV
- SMILES: [H]/N=C(/N)OC=O
- Lowest unoccupied orbital energy: 0.61 eV
- Total charge: 0
- Highest occupied orbital energy: -9.662 eV

Need the Mulliken charges? In units of e they are:
1. N -0.5134
2. O -0.2671
3. N -0.6879
4. H 0.2825
5. O -0.5099
6. H 0.2830
7. C 0.5650
8. H 0.2785
9. H 0.3187
10. C 0.2505


d.
Formula: C2H4N2O2
Source: OMol25
Level of theory: ωB97M-V with the def2-TZVPD basis set

Geometry as XYZ:
```
10
C2H4N2O2 (ωB97M-V with the def2-TZVPD basis set)
O 0.1002 1.5401 0.5896
H 0.6579 2.2374 0.3267
H 0.3033 -1.2997 -1.0029
O 1.1516 -2.4045 2.3969
C -0.3667 -0.5451 -0.4944
N -0.9819 -2.3290 3.0894
C 0.4220 0.4493 -0.0362
H 1.4780 0.4247 -0.2231
N 0.0434 -2.3644 2.7076
H -1.4048 -0.7867 -0.4659
```

Values from the calculation:
- HOMO-LUMO gap: 9.862 eV
- SMILES: N#[N+][O-].C=CO
- Lowest unoccupied orbital energy: 0.73 eV
- Total charge: 0
- Highest occupied orbital energy: -9.127 eV

Need the Mulliken charges? In units of e they are:
1. O -0.4672
2. H 0.3588
3. H 0.1900
4. O -0.5047
5. C -0.8293
6. N -0.3353
7. C 0.1457
8. H 0.2663
9. N 0.8355
10. H 0.3403


Which structure loses on stability? b does.


a.
Formula: C2H4N2O2
Source: OMol25
Level of theory: ωB97M-V with the def2-TZVPD basis set

Geometry as XYZ:
```
10
C2H4N2O2 (ωB97M-V with the def2-TZVPD basis set)
O -1.3973 2.2090 -0.1281
O -2.9731 -0.5043 0.2274
C 0.4320 0.6387 0.1775
H 0.6974 0.1692 -0.6817
N -1.8089 -0.0021 -0.3468
H -1.8157 -1.9512 -0.5547
N -1.7149 -1.2405 0.2244
H 1.0175 1.5442 0.4011
C -1.0246 1.0797 -0.0879
H 0.3625 -0.0962 0.9634
```

Values from the calculation:
- HOMO-LUMO gap: 10.856 eV
- SMILES: CC(=O)n1[nH]o1
- Lowest unoccupied orbital energy: 0.85 eV
- Total charge: 0
- Highest occupied orbital energy: -10.009 eV

Need the Mulliken charges? In units of e they are:
1. O -0.5194
2. O -0.2593
3. C -1.0168
4. H 0.3584
5. N 0.2057
6. H 0.2924
7. N -0.2954
8. H 0.2714
9. C 0.5889
10. H 0.3741


b.
Formula: C2H4N2O2
Source: OMol25
Level of theory: ωB97M-V with the def2-TZVPD basis set

Geometry as XYZ:
```
10
C2H4N2O2 (ωB97M-V with the def2-TZVPD basis set)
H -0.9140 1.6953 2.4067
C -0.7944 1.2535 1.4108
O 0.8331 -1.1028 -1.9829
N 0.2130 0.5227 1.3080
N -0.2016 -1.2529 0.0808
H 1.3182 -0.4235 -2.4708
H -0.2651 -2.2558 -0.0643
O 0.8161 0.6316 -0.5283
H -1.4945 1.5102 0.6196
C 0.4892 -0.5783 -0.7795
```

Values from the calculation:
- HOMO-LUMO gap (alpha / beta): 8.095 / 8.094 eV
- Lowest unoccupied orbital energy (alpha / beta): -1.20 / -1.20 eV
- Total charge: 0
- Highest occupied orbital energy (alpha / beta): -9.290 / -9.290 eV

Need the Mulliken charges? In units of e they are:
1. H 0.2876
2. C -0.1286
3. O -0.4613
4. N -0.1563
5. N -0.6050
6. H 0.3152
7. H 0.2117
8. O -0.4847
9. H 0.2627
10. C 0.7587


Which structure loses on stability? a does.


a.
Formula: C37H21Cl5F3N7O11S2W
Source: OMol25
Level of theory: ωB97M-V with the def2-TZVPD basis set

Geometry as XYZ:
```
87
C37H21Cl5F3N7O11S2W (ωB97M-V with the def2-TZVPD basis set)
H 0.8797 3.7474 2.4897
C -2.8866 -0.2744 -4.5562
O 0.6213 -2.0224 -1.8126
C 3.2184 0.2493 -2.8995
H -2.3234 -5.6329 -0.9752
Cl 4.0585 -6.6746 -1.2158
C -2.1662 0.8717 -4.2262
H 4.9418 5.5835 3.8554
S 2.4563 1.7869 -2.5920
C -0.3209 -2.3377 4.1605
H -4.8070 2.2059 -1.9686
C 1.7698 4.1123 2.0055
C 4.0093 5.1286 0.7319
C 3.0134 -5.3232 -1.4176
O -0.6114 3.3459 0.4350
F -0.8353 -3.3210 4.9027
H 3.0665 4.5308 -1.0960
H 5.8125 5.9112 2.4374
H 3.2693 -1.6660 -1.9439
N 2.0632 -0.1913 -0.9578
N -0.8959 0.4575 1.4829
Cl 3.3284 -4.7955 1.2419
C 2.4723 -5.0338 -2.6846
H -0.8999 -4.1662 0.8542
C -4.4890 1.4571 -1.2576
O 0.3348 -3.8808 2.5035
S 0.6316 3.2234 -0.2824
W 0.3485 -1.0839 0.0950
C -3.6640 -0.4804 0.5612
O 0.6320 2.4231 4.9841
H -0.8658 1.8082 -2.7674
C -1.4192 0.9253 -3.0607
C 2.8878 -0.6625 -1.9803
C -2.0922 -1.3615 -2.5604
O 0.7042 3.6703 -1.6572
C 2.7770 4.6782 2.7541
C -0.1416 -2.7911 2.6834
C 1.8127 1.1201 -1.1153
O 1.4237 -2.5691 0.3734
N -2.0753 1.0756 1.5015
C 3.9193 5.1851 2.1257
H -2.9222 -3.9591 -2.8001
N 4.9160 5.7737 2.8687
O -1.3548 3.4038 4.9602
C 1.8737 4.0492 0.6188
N -2.4388 -3.7189 -1.9504
C -2.0685 -4.5911 -0.9535
O 1.9885 0.7809 3.3886
O -0.5713 -1.9164 1.8225
H 2.6791 4.7361 3.8303
H -3.4342 -2.2567 -3.9927
F -1.1162 -1.2667 4.2960
C 1.1826 0.4310 2.5507
C 2.9974 4.5596 -0.0165
C -2.8538 -1.3818 -3.7269
H -3.3263 -1.2116 1.2841
N 1.0211 1.6591 -0.2287
Cl -3.5249 2.8443 2.8431
C 1.8473 -3.4530 -0.5515
C -1.9661 -2.4974 -1.6551
H -2.9810 2.7166 -0.3495
C 2.7015 -4.5205 -0.3225
C 1.3318 -3.1231 -1.7938
F 0.8772 -2.0132 4.6651
C -3.0905 0.7787 0.5400
C 1.6405 -3.9394 -2.8849
C -0.9275 1.8653 3.2364
C -0.1993 0.9228 2.4907
H -5.1339 -1.7434 -0.3434
H -2.1940 1.7345 -4.8760
H -3.4774 -0.3019 -5.4604
H -5.8710 -0.0219 -1.9592
C -5.0837 0.2024 -1.2539
C -1.3752 -3.8535 -0.0551
Cl 2.8519 -6.0504 -4.0194
C -3.4784 1.7567 -0.3561
N -1.3304 -2.5359 -0.4819
Cl 0.9648 -3.5355 -4.4173
C -4.6695 -0.7661 -0.3483
O -0.7349 -0.1450 -1.0744
H 4.8775 5.5433 0.2373
C -2.1240 1.9425 2.5407
H 1.1535 1.7513 4.4774
C -1.3969 -0.2001 -2.2516
C -0.5775 2.6391 4.4592
H 3.8845 0.1118 -3.7316
O 1.4745 -0.4293 1.5927
```

Values from the calculation:
- HOMO-LUMO gap: 6.085 eV
- Lowest unoccupied orbital energy: -2.00 eV
- Total charge: 0
- Highest occupied orbital energy: -8.089 eV

Need the Mulliken charges? In units of e they are:
1. H 0.4033
2. C -1.2388
3. O -0.1840
4. C -0.5198
5. H 0.4537
6. Cl -0.1936
7. C -0.9067
8. H 0.2133
9. S -0.0859
10. C 0.5920
11. H 0.4319
12. C -0.2733
13. C -0.8636
14. C 0.7455
15. O -0.6987
16. F -0.2949
17. H 0.5010
18. H 0.2079
19. H 0.5490
20. N -0.1796
21. N 1.5695
22. Cl -0.1686
23. C 0.5543
24. H 0.3792
25. C -0.8853
26. O -0.5628
27. S 1.2821
28. W 0.9666
29. C 0.4811
30. O -0.6151
31. H 0.4406
32. C -0.6130
33. C -0.9019
34. C 0.6411
35. O -0.7825
36. C -0.7087
37. C 0.2810
38. C 0.6913
39. O -0.4227
40. N -0.6569
41. C 1.0855
42. H 0.1924
43. N -0.5133
44. O -0.6110
45. C -0.7342
46. N 0.1076
47. C -1.2291
48. O -0.8486
49. O -0.3340
50. H 0.3556
51. H 0.4195
52. F -0.2296
53. C 1.1830
54. C -0.4098
55. C -0.8353
56. H 0.3438
57. N 0.2089
58. Cl -0.1492
59. C 0.0913
60. C -0.2748
61. H 0.5971
62. C -0.1700
63. C -1.0697
64. F -0.2813
65. C -1.1312
66. C 0.4094
67. C 0.9226
68. C -0.9567
69. H 0.4270
70. H 0.4727
71. H 0.4442
72. H 0.4366
73. C -0.6488
74. C -0.5268
75. Cl -0.1879
76. C 0.1163
77. N 1.4618
78. Cl -0.2187
79. C -0.6819
80. O 1.2851
81. H 0.3074
82. C 0.0203
83. H 0.4049
84. C 1.0235
85. C 0.1316
86. H 0.5024
87. O -0.5366


b.
Formula: C37H21Cl5F3N7O11S2W
Source: OMol25
Level of theory: ωB97M-V with the def2-TZVPD basis set

Geometry as XYZ:
```
87
C37H21Cl5F3N7O11S2W (ωB97M-V with the def2-TZVPD basis set)
Cl -2.7432 -0.1098 5.6239
O 2.4442 -0.5098 -1.6725
C -1.7077 -2.6114 5.3540
N -1.3385 -2.8996 -2.0932
C 1.3600 1.2563 4.5865
N -1.0263 2.1244 1.3634
Cl 0.1237 -4.6168 2.3964
S -2.3980 3.0235 1.6340
O 0.8879 -2.1727 -5.5746
Cl -1.5356 -3.6878 -4.6330
O -3.4659 2.0832 1.7916
O -0.6035 0.6237 -0.8039
H -3.4049 -5.4216 1.0717
H -1.3583 3.8635 -3.8078
C -1.7297 5.8637 4.3790
C -2.3752 -4.2649 -0.4009
C 0.4424 -1.7629 -1.9109
N -2.4771 -0.3399 0.5062
C -1.7593 3.1472 -3.1031
Cl -2.2800 -2.9059 6.9496
C -3.6566 2.1687 -2.0016
C 1.4226 -0.9285 -1.1591
C -1.3973 -1.1034 3.5120
H -2.0942 5.8059 2.2639
F 1.1113 2.3880 3.9168
H -5.8063 -3.9163 -2.1406
C -3.7298 -3.4043 -2.2109
C 2.2981 3.7655 0.6828
C 1.2206 -1.8323 -4.4692
C 1.3447 0.0034 3.6744
C -0.8983 2.3228 -2.4086
O -2.4571 4.0189 0.5994
H -3.7992 3.7462 -3.4330
C -4.5374 -1.1771 0.6214
H 3.0892 1.8113 0.1234
O 1.7103 -1.0451 4.1182
N -1.3737 5.7469 6.7623
H 3.1291 4.4407 0.5715
O -0.4470 -1.7984 1.5553
O 0.9746 0.2660 2.4497
H -5.6047 -5.2141 -0.0468
C 0.1401 2.7544 1.0168
S 0.7369 4.3578 1.1489
C -3.4982 -4.8592 0.1518
H -1.6496 6.9432 4.4185
H -4.7247 2.1378 -1.8236
C -3.2383 0.2987 -0.3869
H -2.0206 2.0188 4.2386
H -2.9439 -1.9354 1.8939
C -4.7315 -4.7386 -0.4745
C 0.3585 -2.1218 -3.2843
F 2.5461 1.3861 5.1856
H -5.4317 -1.7347 0.8293
C -4.8454 -4.0117 -1.6518
C -2.5034 -3.5500 -1.5830
C -1.4249 1.4185 -1.4884
C -1.9470 3.0953 4.2955
C -3.1389 3.0785 -2.8977
C -1.7034 3.7221 5.4954
H -5.2393 0.1153 -0.9234
H -0.9943 5.1846 7.5051
O 2.3484 -1.1683 -4.2546
N -4.4842 -0.1876 -0.3342
C -1.0730 -3.6290 4.6473
O 1.1458 -0.7382 0.1031
C -2.7979 1.3250 -1.2960
C -3.2961 -1.2627 1.1380
C -1.8938 -1.3460 4.7814
H -3.8088 -2.8254 -3.1210
C -1.5855 5.1172 5.5534
C -2.0868 3.8507 3.1381
C -0.7989 -2.1405 2.8058
N 1.0240 1.8934 0.6104
H -1.4074 -4.3326 0.0793
Cl -0.8470 -5.1790 5.3572
W -0.4122 0.0779 1.0544
H -1.5862 3.1334 6.3973
C 2.2724 2.4353 0.4515
N -0.5742 -2.2382 -1.2251
H -1.0062 6.6825 6.7304
F 0.4260 1.1236 5.5378
C -0.6279 -3.3968 3.3431
C -1.9784 5.2343 3.1749
O -1.4739 0.0427 2.8258
H 2.4763 -0.9440 -3.3000
C -0.8077 -2.8647 -3.3420
H 0.1745 2.3638 -2.5455
```

Values from the calculation:
- HOMO-LUMO gap: 6.327 eV
- Lowest unoccupied orbital energy: -2.10 eV
- Total charge: 0
- Highest occupied orbital energy: -8.432 eV

Need the Mulliken charges? In units of e they are:
1. Cl -0.1927
2. O -0.8898
3. C 0.4456
4. N 0.2511
5. C 0.9579
6. N -0.5844
7. Cl -0.1801
8. S 2.0784
9. O -0.6026
10. Cl -0.1389
11. O -0.9055
12. O 0.6561
13. H 0.4474
14. H 0.4421
15. C -0.8459
16. C -0.3098
17. C 0.0379
18. N 1.5766
19. C -0.8553
20. Cl -0.2004
21. C -0.5895
22. C 0.7210
23. C -1.2294
24. H 0.5536
25. F -0.1768
26. H 0.4037
27. C -0.3146
28. C -0.5084
29. C 0.3986
30. C 0.4066
31. C -0.6995
32. O -0.8055
33. H 0.4461
34. C -1.4954
35. H 0.4815
36. O -0.5694
37. N -0.5353
38. H 0.5015
39. O -0.1744
40. O -0.2692
41. H 0.4240
42. C 0.5580
43. S -0.1181
44. C -0.4963
45. H 0.3262
46. H 0.4534
47. C 0.4063
48. H -0.3208
49. H 0.3246
50. C -0.5567
51. C -0.0773
52. F -0.3030
53. H 0.4636
54. C -0.8487
55. C 0.2253
56. C 0.2868
57. C 0.1637
58. C -1.0232
59. C -0.4665
60. H 0.2385
61. H 0.2166
62. O -0.5601
63. N 0.1310
64. C 0.4239
65. O -0.5352
66. C -0.1974
67. C -0.1868
68. C 0.5056
69. H 0.4637
70. C 0.8908
71. C -0.8560
72. C 0.0684
73. N 0.0931
74. H 0.4830
75. Cl -0.2115
76. W 2.1251
77. H 0.3245
78. C -1.0810
79. N 0.1177
80. H 0.2124
81. F -0.2461
82. C 0.1193
83. C -0.3106
84. O -0.3544
85. H 0.4115
86. C 0.0042
87. H 0.5560


Which structure loses on stability? a does.